[1]
6
Properties=species:S:1:pos:R:3 method="wB97M-V/def2-TZVPD" mol_weight_da=83.157 charge=-1 homo_energy_ev=-2.46 energy_ha=-873.4639 gap_ev=6.20 max_force_ev_per_a=0.51 lumo_energy_ev=3.740
O -2.040 1.754 0.497
H -1.346 1.056 0.465
S 0.305 -0.446 0.971
S 0.821 -0.560 -1.057
H -1.855 2.257 -0.297
H 1.621 -1.635 -0.988

=====

[2]
8
Properties=species:S:1:pos:R:3 method="wB97M-V/def2-TZVPD" mol_weight_da=162.266 homo_energy_ev=-9.52 energy_ha=-1935.9141 gap_ev=8.06 max_force_ev_per_a=2.00 lumo_energy_ev=-1.457
P 1.063 -2.096 1.340
S -0.800 -2.585 1.446
S -1.105 0.279 -1.135
S 1.391 -0.399 2.559
S 2.667 -3.014 0.732
H -2.037 -0.624 -1.161
H 2.721 -0.653 2.950
H -0.145 -0.292 -1.852

=====

[3]
8
Properties=species:S:1:pos:R:3 method="wB97M-V/def2-TZVPD" multiplicity=3 mol_weight_da=162.266 homo_energy_ev="-7.71 / -9.25" energy_ha=-1935.8376 gap_ev="8.21 / 6.14" s_squared=2.009 max_force_ev_per_a=0.66 lumo_energy_ev="0.501 / -3.111"
P 1.263 0.342 -0.118
S 2.738 1.500 0.278
S -1.594 0.846 0.627
S 1.259 -0.635 -2.008
S 1.115 -1.241 1.252
H -1.421 0.639 1.942
H 1.867 0.271 -2.818
H 2.408 -1.078 1.602

=====

[4]
60
Properties=species:S:1:pos:R:3 method="wB97M-V/def2-TZVPD" mol_weight_da=360.300 homo_energy_ev=-10.49 energy_ha=-1528.7798 gap_ev=10.13 max_force_ev_per_a=1.06 lumo_energy_ev=-0.357
O -1.518 1.136 2.652
H -1.479 0.779 1.765
H -1.018 0.515 3.182
O 2.845 0.041 -5.569
H 2.283 0.189 -4.809
H 3.513 0.724 -5.510
O 2.400 -1.459 -1.963
H 3.002 -2.106 -2.330
H 1.546 -1.891 -1.974
O 2.740 -4.986 -1.136
H 2.211 -4.205 -0.974
H 2.959 -4.939 -2.066
O 3.914 0.800 -1.137
H 3.442 -0.028 -1.229
H 3.601 1.163 -0.308
O -3.557 2.242 -2.039
H -3.689 2.464 -2.960
H -4.403 2.416 -1.626
O -0.670 -3.701 4.044
H 0.276 -3.775 4.166
H -0.824 -2.764 3.919
O -0.472 0.433 0.244
H 0.121 -0.019 -0.357
H -0.814 1.168 -0.265
O 2.475 0.590 2.178
H 2.021 -0.219 2.414
H 2.722 0.980 3.016
O -0.968 2.275 -1.580
H -0.888 3.141 -1.980
H -1.893 2.049 -1.680
O -3.877 0.574 4.364
H -3.158 0.744 3.756
H -4.057 1.424 4.767
O 2.597 3.287 0.739
H 2.339 2.616 1.370
H 1.796 3.478 0.250
O 1.452 -4.303 1.766
H 0.892 -4.661 1.077
H 1.507 -5.001 2.419
O 0.396 -3.288 -1.907
H -0.128 -3.806 -1.297
H 0.007 -3.460 -2.764
O 1.201 1.559 -3.133
H 0.407 1.722 -2.624
H 1.856 1.309 -2.481
O 0.630 -1.158 4.200
H 1.321 -1.696 4.584
H 0.101 -0.877 4.946
O -1.024 4.919 -2.735
H -1.172 5.692 -2.190
H -0.395 5.209 -3.396
O -3.031 3.324 3.788
H -2.609 3.736 4.542
H -2.383 2.700 3.462
O -2.445 -2.378 -0.464
H -2.329 -1.926 -1.300
H -1.891 -1.895 0.149
O -2.681 -0.496 -2.334
H -2.304 -0.787 -3.165
H -2.896 0.425 -2.478

=====

[5]
60
Properties=species:S:1:pos:R:3 method="wB97M-V/def2-TZVPD" multiplicity=2 mol_weight_da=360.300 charge=+1 homo_energy_ev="-12.84 / -12.80" energy_ha=-1528.3019 gap_ev="9.52 / 2.12" s_squared=0.756 max_force_ev_per_a=2.93 lumo_energy_ev="-3.322 / -10.677"
O -3.915 -3.243 -2.100
H -4.402 -2.740 -2.751
H -4.474 -3.134 -1.322
O -2.745 -1.437 -4.929
H -1.995 -0.845 -4.888
H -3.237 -1.079 -4.183
O 1.027 -2.812 3.703
H 0.363 -2.292 4.096
H 1.467 -3.330 4.376
O -1.628 -0.692 -1.902
H -0.925 -0.919 -2.496
H -2.501 -1.071 -1.829
O 4.224 2.945 -0.886
H 5.110 2.869 -1.260
H 4.290 3.453 -0.073
O -0.045 3.308 3.873
H -0.509 2.493 3.646
H -0.639 3.523 4.610
O -3.825 2.851 0.079
H -3.803 2.390 0.918
H -2.984 3.225 -0.180
O 1.423 3.083 -2.718
H 0.562 2.679 -2.604
H 1.816 3.332 -1.884
O 3.236 0.595 -3.520
H 3.925 1.181 -3.204
H 3.390 -0.341 -3.403
O 0.825 -3.363 0.311
H 1.270 -4.215 0.205
H 0.603 -3.259 1.245
O 4.281 2.540 1.613
H 3.600 2.977 2.132
H 4.706 1.882 2.170
O -1.477 -0.691 3.957
H -1.947 -0.159 3.298
H -0.917 -0.049 4.400
O 3.081 0.687 2.970
H 2.457 0.804 2.258
H 3.074 -0.163 3.408
O -1.200 0.854 0.598
H -1.239 0.570 -0.329
H -0.402 1.389 0.598
O -2.077 -2.822 1.175
H -1.456 -2.460 1.804
H -2.958 -2.633 1.504
O 2.923 -1.475 -0.789
H 2.061 -1.798 -0.515
H 2.775 -1.180 -1.691
O 1.137 1.493 -4.857
H 1.817 2.114 -4.547
H 0.978 0.729 -4.301
O -5.296 0.997 -1.338
H -5.678 0.568 -0.572
H -4.844 1.802 -1.022
O -3.175 1.517 2.621
H -2.671 2.072 3.225
H -4.046 1.871 2.865
O 3.225 -4.484 1.200
H 3.028 -4.412 2.131
H 4.052 -4.014 1.082

=====

[6]
61
Properties=species:S:1:pos:R:3 method="wB97M-V/def2-TZVPD" mol_weight_da=361.308 charge=+1 homo_energy_ev=-13.26 energy_ha=-1528.8771 gap_ev=9.88 max_force_ev_per_a=6.01 lumo_energy_ev=-3.373
O -3.630 -3.089 -2.164
H -1.420 0.970 1.415
O -3.125 2.031 -2.530
H -3.459 1.787 -1.616
H 2.102 3.944 -1.066
O -0.707 0.091 3.383
H -1.501 0.021 4.093
H -0.493 0.988 3.397
O 5.037 -0.681 0.969
H 4.462 -1.185 0.422
H -1.978 -3.989 -3.136
O 2.346 4.319 2.515
H 1.911 -1.421 4.792
H 5.715 -1.250 1.296
O -1.132 1.686 0.643
H 0.242 1.548 -4.409
H 1.813 4.619 3.320
O 2.047 1.197 2.152
H -0.130 1.615 -2.431
H -2.119 -0.645 -3.094
O 3.123 -3.351 -2.193
H 2.379 -4.055 -2.452
H 3.845 -3.904 -2.229
O 1.235 -1.748 5.530
H 0.722 -0.990 5.332
H 1.767 3.630 2.331
O -6.009 0.291 0.043
H -0.259 1.537 1.028
H -5.155 0.371 0.533
O -2.033 -0.878 0.047
H -2.670 -1.395 -0.559
H 2.340 0.206 2.444
O -0.336 0.991 -3.830
H -1.296 1.108 -4.091
H 1.573 -2.102 1.523
O -3.529 2.692 2.689
H -3.480 3.065 1.881
H -4.119 3.313 3.257
O 3.910 0.867 -2.525
H -3.763 2.539 -3.162
H 3.220 1.022 -1.824
O 0.245 1.975 -1.480
H -6.235 1.124 -0.315
H -4.140 -2.220 -1.977
O -0.996 -3.950 -2.811
H -1.633 -1.686 0.370
H -1.141 -3.222 -2.288
O 2.266 -1.605 1.264
H 2.673 -1.479 2.049
H 3.880 -0.185 -2.541
O -1.853 -0.287 -2.263
H -4.196 -3.602 -2.917
H 2.751 1.176 1.522
O 2.246 3.171 -0.582
H -0.236 2.910 -1.767
H 3.169 2.946 -0.472
O 3.007 -4.027 1.931
H 2.043 -4.047 1.833
H 3.106 -4.961 1.845
H -0.315 1.663 -0.584
H -2.089 0.541 -2.543

=====

[7]
61
Properties=species:S:1:pos:R:3 method="wB97M-V/def2-TZVPD" mol_weight_da=361.308 charge=+1 homo_energy_ev=-12.68 energy_ha=-1528.8711 gap_ev=9.48 max_force_ev_per_a=9.83 lumo_energy_ev=-3.198
O 0.016 0.189 1.882
H 2.512 -4.452 -2.415
O 1.200 3.733 -3.635
H 0.363 3.738 -3.376
H 1.505 4.431 -4.185
O 2.355 1.115 4.996
H 2.698 0.360 5.300
H 2.835 1.515 4.266
O -2.478 1.722 -2.367
H -3.659 1.368 -1.916
H -2.464 2.685 -2.308
O -0.977 0.869 -0.876
H 5.321 -1.072 0.580
H -2.224 1.630 -1.476
O 4.404 -0.742 0.863
H 2.411 1.787 -0.767
H 3.818 -0.771 0.184
O 2.532 2.307 -0.117
H 3.253 2.837 0.127
H -3.859 -1.940 0.206
O -0.680 -2.553 -3.541
H -0.300 -2.953 -2.806
H -0.906 -1.550 -3.365
O -4.913 -2.661 -1.990
H -4.009 -2.239 -2.085
H -0.671 0.479 0.009
O 4.607 0.208 -1.404
H 5.407 0.499 -1.778
H 4.581 0.397 -0.444
O 0.570 -3.155 1.718
H 0.859 -4.047 1.592
H -0.878 -0.104 1.874
O -0.502 -1.867 -0.544
H 0.381 -1.908 -0.752
H -0.543 -2.883 -0.570
O 0.434 3.453 3.035
H 0.719 2.695 3.493
H 0.641 3.309 2.005
O 2.333 -3.448 -2.390
H 0.402 -0.503 1.532
H 1.856 -2.940 -3.097
O -4.736 0.928 -1.832
H 0.247 -3.187 2.677
H -4.953 0.958 -0.786
O 2.081 -1.173 -1.132
H 2.521 -0.665 -1.922
H 2.594 -1.648 -0.585
O -2.686 1.525 2.387
H -2.370 1.735 3.260
H -3.378 2.068 2.067
O -2.900 -1.811 0.056
H -4.810 -0.024 -1.987
H -2.809 -1.782 1.026
O 1.823 -1.408 4.688
H 2.529 -1.397 4.041
H 2.390 -1.767 5.486
O -2.827 2.962 0.036
H -2.219 3.563 0.303
H -2.443 2.263 0.505
H -0.030 1.203 -1.230
H -4.567 -3.245 -1.367

=====

[8]
62
Properties=species:S:1:pos:R:3 method="wB97M-V/def2-TZVPD" mol_weight_da=377.307 charge=-1 homo_energy_ev=-6.79 energy_ha=-1604.6666 gap_ev=8.60 max_force_ev_per_a=2.01 lumo_energy_ev=1.812
O -0.773 0.690 0.613
H -2.162 -0.761 -1.426
H -0.757 0.183 1.437
O -2.479 -0.587 -0.536
H 4.772 1.412 -0.273
H 0.007 3.581 -0.116
O 0.106 -4.143 -0.113
H 4.217 3.462 1.614
H 0.024 -5.082 -0.234
O 3.511 2.847 1.844
H -3.597 1.296 2.169
H 0.115 4.033 2.984
O 0.714 3.721 3.673
H 0.884 2.836 3.288
H -2.799 3.478 -0.240
O 2.606 -4.026 -1.317
H 2.024 1.633 1.435
H 2.834 -3.220 -1.784
O 1.147 1.929 1.676
H -3.612 -3.196 -0.644
H -2.854 -2.155 1.373
O -1.260 1.592 -2.467
H 2.797 3.492 1.965
H 2.931 -3.943 -0.424
O -0.570 -1.405 -2.557
H -1.876 2.314 -2.620
H -2.120 0.934 2.313
O -3.701 3.676 -0.551
H 0.416 1.463 1.166
H -0.665 3.070 -1.505
O 0.504 -2.420 3.801
H 1.926 -0.415 1.456
H -0.227 -2.163 3.239
O 1.425 1.473 -1.655
H 0.860 -4.065 0.463
H 0.583 1.344 -1.213
O -2.857 1.340 2.781
H -0.940 -1.710 -3.384
H 0.289 -1.745 -2.309
O 2.326 -0.470 -3.663
H 1.576 -0.778 -3.141
H 2.247 0.475 -3.477
O -4.177 -2.548 -0.223
H -3.734 -1.942 -2.957
H 1.794 2.345 -1.730
O 2.490 -1.032 1.940
H -4.115 2.935 -0.104
O -0.714 3.673 -0.743
H -1.553 0.105 0.080
H 2.950 -1.500 1.222
O -2.409 -2.225 2.236
H 2.320 -0.875 -0.558
H -1.877 -3.019 2.184
O 3.027 -1.452 -0.877
H -4.530 -1.140 -1.877
H 3.481 -0.801 -1.431
O -4.496 -1.386 -2.799
H -1.629 1.093 -1.720
H -3.737 -1.663 -0.231
O 3.942 0.921 -0.217
H 4.033 0.625 0.702
H 1.345 -2.103 3.460